# 1
ORCA calculation (ωB97M-V/def2-TZVPD) on 2 unconnected molecules or ions with the total composition CH3FN2O2.

The gap between HOMO and LUMO (alpha / beta) comes out at 9.82 / 9.79 eV. For the energy above the lowest of the compared OMol25 structures with the same formula, charge and spin, the calculation gives 10.6 kcal/mol. For the HOMO energy (alpha / beta), the calculation gives -9.281 / -11.139 eV. Its total charge is 0. As for the expectation value of S²: 2.01. The LUMO energy (alpha / beta) is 0.5412 / -1.3445 eV. Its spin multiplicity is 3. The calculation puts the largest force on an atom at 3.2 eV/A.

CARTESIAN COORDINATES (ANGSTROEM)
C  -0.36664  0.84285  0.87214
N  -1.08008  0.11937  -0.11258
N  0.71569  -1.51454  -0.83880
O  1.57990  -1.53411  -0.06857
O  0.48739  -1.72721  -1.98498
F  -0.90699  0.73018  -1.30120
H  -0.14029  0.12192  1.76076
H  0.57855  1.11656  0.53124
H  -0.86755  1.84498  1.14200

Force components x, y, z for each atom (eV/Å):
-0.8 0.1 2.3
-1.1 -0.7 0.9
-3.0 -0.1 -1.2
2.4 -0.3 0.8
1.1 -0.2 0.1
0.2 0.8 -0.6
-1.0 1.5 -1.4
1.8 0.5 -0.9
0.4 -1.6 0.0

# 2
ORCA calculation (ωB97M-V/def2-TZVPD) on 6 unconnected molecules or ions with the total composition C28H50N8O4.

The gap between HOMO and LUMO comes out at 3.04 eV. For the energy above the lowest of the compared OMol25 structures with the same formula, charge and spin, the calculation gives 131.5 kcal/mol. For the HOMO energy, the calculation gives -7.343 eV. Its total charge is +2. The LUMO energy is -4.3024 eV. The calculation puts the largest force on an atom at 5.1 eV/A.

CARTESIAN COORDINATES (ANGSTROEM)
C  4.23197  6.80084  5.67564
C  5.54670  7.46084  6.17865
N  6.12939  6.57837  7.20470
C  6.52667  5.28851  7.02574
C  6.83185  4.81517  8.33708
N  6.82473  5.85602  9.22916
C  6.43924  6.93763  8.52012
C  7.04611  5.63213  10.64917
H  4.43509  6.07307  4.89002
H  3.52319  7.52605  5.27587
H  3.62331  6.31769  6.43997
H  5.45291  8.46561  6.59064
H  6.18141  7.45846  5.29251
H  6.40966  4.80849  6.06538
H  7.07852  3.82787  8.69873
H  6.30390  7.93451  8.91296
H  8.08423  5.54459  10.96971
H  6.46531  4.80221  11.05169
H  6.77128  6.50201  11.24573
C  -10.53660  -1.31445  -4.63054
C  -10.79396  -1.57484  -3.13113
N  -9.88965  -0.85279  -2.21440
C  -10.00855  0.49709  -1.75526
C  -8.93450  0.78348  -0.83452
N  -8.11215  -0.29760  -0.87946
C  -8.66214  -1.30549  -1.64702
C  -6.87808  -0.45626  -0.17004
H  -10.75139  -0.26903  -4.85203
H  -11.14407  -1.95844  -5.26643
H  -9.49063  -1.58455  -4.77580
H  -10.65969  -2.62187  -2.85948
H  -11.82846  -1.33131  -2.88905
H  -10.84937  1.11128  -2.04196
H  -8.64441  1.63072  -0.23085
H  -8.18865  -2.25780  -1.83495
H  -6.26327  -1.22299  -0.64147
H  -7.06916  -0.84115  0.83168
H  -6.29401  0.44796  0.00131
C  -2.92303  -3.46162  -6.35735
C  -2.30465  -2.58070  -7.46972
N  -1.01143  -2.93950  -7.90275
C  -0.73655  -3.31488  -9.21597
C  0.63096  -3.47774  -9.22662
N  1.12246  -3.46590  -7.92624
C  0.03828  -3.30599  -7.13854
C  2.48033  -3.78414  -7.54516
H  -2.42065  -3.23771  -5.41630
H  -2.78510  -4.53445  -6.49179
H  -3.98407  -3.28098  -6.18509
H  -2.19040  -1.54079  -7.16373
H  -2.98500  -2.52579  -8.31955
H  -1.54622  -3.27118  -9.92936
H  1.31982  -3.72459  -10.02094
H  0.04746  -3.33253  -6.05890
H  3.02940  -4.49082  -8.16744
H  2.56311  -3.94693  -6.47057
H  3.10075  -2.88800  -7.55583
C  1.89163  -4.84497  0.78179
C  0.66000  -4.32785  1.59094
N  0.91186  -3.43809  2.72708
C  1.23150  -3.90592  3.97924
C  1.73733  -2.84543  4.69975
N  1.37580  -1.73386  3.94781
C  0.93639  -2.08426  2.69627
C  1.71706  -0.41165  4.21438
H  2.47858  -5.52365  1.40064
H  2.55751  -4.08220  0.37818
H  1.62900  -5.61356  0.05489
H  0.07996  -5.14038  2.02849
H  -0.06890  -3.89989  0.90273
H  1.25681  -4.96129  4.20716
H  2.03073  -2.63623  5.71786
H  0.74527  -1.46580  1.83177
H  1.98068  -0.00389  3.23850
H  2.53151  -0.36349  4.93719
H  0.76774  0.03026  4.51708
C  6.02700  -0.57101  -0.85980
C  6.88839  0.27721  0.03176
O  6.51271  0.43988  1.21219
O  7.88920  0.76237  -0.44623
H  5.20691  0.05096  -1.21856
H  5.66344  -1.44320  -0.31647
H  6.53031  -0.93365  -1.75606
C  -0.24780  2.89799  -1.66016
C  -0.09633  1.65970  -2.55376
O  0.48638  1.71751  -3.65345
O  -0.83524  0.73020  -2.22871
H  -0.64549  3.78450  -2.15416
H  0.75562  3.08194  -1.27620
H  -0.93758  2.68984  -0.84224

Force components x, y, z for each atom (eV/Å):
-0.5 0.5 0.2
-0.8 -0.9 -0.6
2.1 1.1 2.9
-0.5 -0.9 3.0
0.3 -0.2 -2.3
-0.7 -0.1 -2.2
-1.1 -0.2 -1.2
0.2 1.1 1.6
0.1 0.0 0.1
0.4 0.3 -0.3
0.4 -0.1 0.4
-0.1 -0.2 0.0
0.4 0.3 0.4
0.1 -0.2 0.3
0.1 0.1 -0.3
0.0 -0.1 0.0
0.2 -0.5 -0.9
0.0 -0.1 -0.5
-0.5 0.2 -0.4
0.5 -0.2 1.1
-0.4 -0.5 -0.3
3.7 2.2 2.6
1.6 -1.1 1.6
-2.1 -1.0 -2.9
-1.7 -2.0 -1.7
-2.0 2.4 -0.6
1.1 -0.9 1.4
0.3 -0.1 -0.2
-0.1 0.0 0.2
0.0 0.4 -0.5
0.0 -0.1 -0.2
0.2 0.2 0.3
0.1 -0.1 0.1
-0.4 0.1 -0.3
-0.2 0.1 0.0
0.0 0.3 -0.3
-0.3 0.0 0.1
-0.3 0.2 -0.7
0.8 0.2 0.4
-2.2 0.8 1.1
1.5 -3.5 -0.4
1.7 1.6 0.9
-0.1 -0.8 -0.7
-2.4 -0.8 -0.7
0.6 1.8 -0.1
1.4 1.3 1.0
0.0 0.1 0.1
0.0 0.0 -0.5
0.1 0.2 -0.3
-0.4 0.0 0.5
0.3 -0.3 -0.2
0.5 0.0 -0.3
-0.3 0.1 -0.1
0.1 0.3 -0.1
-0.8 -0.4 0.1
-0.5 -0.9 -0.1
-0.2 0.4 -0.6
0.0 -0.7 1.4
-0.5 -0.9 -1.0
-0.5 0.7 -0.5
1.8 0.2 0.2
-2.6 0.7 -0.9
0.5 -2.6 -2.7
1.1 -2.2 2.6
-0.4 2.0 -0.1
0.4 0.5 0.6
-0.3 0.0 -0.1
-0.7 0.7 -0.6
0.4 -0.4 -0.1
0.2 0.6 0.1
0.0 0.1 -0.1
0.2 -0.6 -0.1
0.0 0.1 0.2
0.5 0.6 0.5
-0.3 0.3 -0.1
0.5 0.8 0.5
-0.6 -0.7 -0.8
-0.4 -0.2 1.1
-1.2 -0.3 1.2
2.3 1.0 -1.6
-0.3 -0.1 0.1
-0.3 0.1 0.1
0.3 0.1 0.0
0.7 0.0 0.4
-1.5 1.1 -2.1
1.1 0.6 0.2
-1.1 -2.5 1.5
0.4 -0.1 -0.4
0.0 0.6 0.2
0.2 -0.2 0.1

# 3
ORCA calculation (ωB97M-V/def2-TZVPD) on a molecular structure, C8H12F6NO4S5Zr.

The gap between HOMO and LUMO comes out at 8.37 eV. For the energy above the lowest of the compared OMol25 structures with the same formula, charge and spin, the calculation gives 0.0 kcal/mol. For the HOMO energy, the calculation gives -20.830 eV. Its total charge is +3. The LUMO energy is -12.4605 eV. The calculation puts the largest force on an atom at 0.6 eV/A.

CARTESIAN COORDINATES (ANGSTROEM)
Zr  -0.24445  -0.70494  -0.33516
C  1.16046  1.38336  2.40648
C  -0.05457  0.65381  2.95161
S  -1.43769  0.36995  1.79511
C  -2.07819  1.97863  1.21235
C  -1.18183  2.76338  0.27218
S  -0.65535  1.77468  -1.17865
C  1.06659  2.30277  -1.45495
C  1.98589  2.21977  -0.24068
S  1.75745  0.72382  0.79637
H  1.98701  1.27118  3.11000
H  0.97899  2.44823  2.28363
H  -0.46186  1.18982  3.81211
H  0.18873  -0.35188  3.30388
H  -2.31808  2.56805  2.10007
H  -3.02941  1.71473  0.74445
H  -0.29509  3.14558  0.76801
H  -1.73759  3.61513  -0.12502
H  1.03660  3.32667  -1.83402
H  1.41040  1.67105  -2.27488
H  1.88097  3.07390  0.42618
H  3.02405  2.20518  -0.57464
F  2.12484  -4.22574  -0.52948
C  2.15864  -2.95958  -0.70826
F  1.39475  -2.33939  0.35232
F  3.33863  -2.44376  -0.67945
S  1.20323  -2.37237  -2.20932
O  1.18888  -0.89120  -1.87092
O  1.72352  -2.75011  -3.44830
N  -0.19533  -2.91991  -1.69671
S  -1.69178  -2.53641  -2.04121
O  -1.69787  -1.03205  -1.82677
O  -2.38603  -3.06056  -3.13158
C  -2.48482  -2.96119  -0.38382
F  -1.41898  -2.55846  0.52116
F  -2.78392  -4.16815  -0.12518
F  -3.45676  -2.12400  -0.18691

Force components x, y, z for each atom (eV/Å):
0.3 -0.4 0.2
0.0 0.0 0.0
0.0 0.0 0.0
0.0 0.0 0.0
0.0 0.0 0.0
0.0 0.0 0.0
0.0 0.0 0.0
0.0 0.0 0.0
0.0 0.0 0.0
0.0 0.0 0.0
0.0 0.0 0.0
0.0 0.0 0.0
0.0 0.0 0.0
0.0 0.0 0.0
0.0 0.0 0.0
0.0 0.0 0.0
0.0 0.0 0.0
0.0 0.0 0.0
0.0 0.0 0.0
0.0 0.0 0.0
0.0 0.0 0.0
0.0 0.0 0.0
0.0 0.0 0.0
-0.1 0.0 0.0
0.0 0.1 -0.1
0.0 0.0 0.0
0.1 -0.3 0.0
0.0 0.2 0.1
0.0 0.0 -0.1
0.0 0.1 0.1
-0.2 0.0 0.1
-0.1 0.3 0.2
0.1 -0.1 -0.2
0.2 0.0 0.1
-0.3 0.4 0.1
0.2 -0.1 -0.2
-0.1 -0.1 0.0

Q: What is the formula in the first record?
A: CH3FN2O2

Repeat the first record exactly.
ORCA calculation (ωB97M-V/def2-TZVPD) on 2 unconnected molecules or ions with the total composition CH3FN2O2.

The gap between HOMO and LUMO (alpha / beta) comes out at 9.82 / 9.79 eV. For the energy above the lowest of the compared OMol25 structures with the same formula, charge and spin, the calculation gives 10.6 kcal/mol. For the HOMO energy (alpha / beta), the calculation gives -9.281 / -11.139 eV. Its total charge is 0. As for the expectation value of S²: 2.01. The LUMO energy (alpha / beta) is 0.5412 / -1.3445 eV. Its spin multiplicity is 3. The calculation puts the largest force on an atom at 3.2 eV/A.

CARTESIAN COORDINATES (ANGSTROEM)
C  -0.36664  0.84285  0.87214
N  -1.08008  0.11937  -0.11258
N  0.71569  -1.51454  -0.83880
O  1.57990  -1.53411  -0.06857
O  0.48739  -1.72721  -1.98498
F  -0.90699  0.73018  -1.30120
H  -0.14029  0.12192  1.76076
H  0.57855  1.11656  0.53124
H  -0.86755  1.84498  1.14200

Force components x, y, z for each atom (eV/Å):
-0.8 0.1 2.3
-1.1 -0.7 0.9
-3.0 -0.1 -1.2
2.4 -0.3 0.8
1.1 -0.2 0.1
0.2 0.8 -0.6
-1.0 1.5 -1.4
1.8 0.5 -0.9
0.4 -1.6 0.0